(1)
DFT (ωB97M-V/def2-TZVPD) results for a structure of composition C18H3Cl3F4N4PdS in a non-equilibrium geometry.

Last column: natural (NBO) charge in e.
Positions of all 34 atoms, in Å:
H  0.960  5.920  -4.712  0.20
N  1.593  -6.329  3.340  -0.47
F  -2.889  -3.468  3.413  -0.32
F  -3.141  -1.097  2.279  -0.32
C  -1.044  0.033  -0.904  0.25
C  0.542  -5.878  3.089  0.32
C  -0.846  -3.976  2.289  -0.05
N  -2.880  1.816  1.296  -0.36
C  0.230  4.730  -3.171  -0.22
H  -0.833  4.985  -3.382  0.22
C  1.267  5.245  -3.978  -0.25
C  2.844  3.993  -2.764  -0.05
C  -2.141  0.978  1.035  0.32
N  -0.570  0.105  -1.992  -0.36
C  -1.912  -6.112  3.062  0.33
C  -2.061  -1.863  1.985  0.38
C  -1.172  0.029  0.526  -0.43
Cl  4.481  3.451  -2.682  -0.01
C  0.118  -3.405  1.450  0.29
Cl  -0.810  3.289  -1.270  0.04
C  1.861  3.385  -1.946  -0.21
F  1.177  -4.168  1.093  -0.31
C  0.039  -2.145  0.908  0.40
C  -0.729  -5.345  2.800  -0.53
N  -2.871  -6.733  3.224  -0.47
C  2.569  4.920  -3.746  -0.24
C  -1.911  -3.098  2.549  0.28
Pd  0.615  1.099  0.075  0.64
H  3.360  5.240  -4.332  0.21
S  2.467  2.218  -0.799  -0.16
C  -1.076  -1.329  1.191  -0.19
Cl  1.257  1.428  2.211  -0.55
F  0.983  -1.714  0.071  -0.31
C  0.524  3.797  -2.206  -0.07

ΔE to the lowest compared entry with this formula, charge and spin (kcal/mol): 1.47
Calculated total energy (eV): -87428.72177
Kohn-Sham gap (eV): 6.26
Net charge: -2
HOMO level (eV): -2.2
Max |F| (eV/Å): 2.44

(2)
DFT (ωB97M-V/def2-TZVPD) results for the molecule C2H6N4 in a non-equilibrium geometry.

Last column: natural (NBO) charge in e.
Positions of all 12 atoms, in Å:
H  -2.621  0.147  -1.010  0.41
N  0.794  -0.168  0.439  -0.61
N  -2.138  0.719  -1.684  -0.30
C  1.415  -0.941  1.520  -0.41
H  1.468  0.420  -0.023  0.36
C  -0.510  -0.116  0.063  0.15
N  -0.776  0.720  -0.950  -0.49
H  0.855  -1.885  1.933  0.22
H  1.766  -0.499  2.478  0.20
H  2.285  -1.351  1.084  0.19
N  -2.502  1.513  -2.469  -0.07
H  -0.037  1.439  -1.381  0.37

ΔE to the lowest compared entry with this formula, charge and spin (kcal/mol): 31.77
2S+1: 3
Calculated total energy (eV): -8124.35447
Kohn-Sham gap (alpha / beta) (eV): 7.57 / 7.77
Net charge: 0
HOMO level (alpha / beta) (eV): -6.5 / -9.0
Max |F| (eV/Å): 10.81
<S²>: 2.009

(3)
DFT (ωB97M-V/def2-TZVPD) results for a structure of composition C4H6F7N2O11S4V in a non-equilibrium geometry.

Last column: natural (NBO) charge in e.
Positions of all 35 atoms, in Å:
F  1.738  -2.836  -1.623  -0.51
N  1.557  -0.445  -1.357  -1.18
H  0.394  1.879  3.097  0.24
C  -0.763  -2.078  1.151  0.22
F  0.613  -3.111  2.882  -0.30
O  -1.733  3.883  -2.145  -0.80
F  1.113  -3.803  0.970  -0.27
H  1.355  1.482  1.748  0.24
H  -0.415  1.857  1.448  0.23
F  -0.829  -4.439  1.910  -0.32
F  -2.865  0.994  0.719  -0.51
C  -0.060  0.013  2.403  -0.07
H  -1.682  -2.054  1.737  0.27
O  3.694  -1.813  -2.674  -0.76
O  -0.853  -0.982  -2.655  -0.38
O  -2.166  3.287  0.619  -0.81
V  -0.498  -0.325  -1.222  1.61
H  -0.967  0.089  3.003  0.21
S  -2.780  2.252  -0.252  2.29
F  -0.446  2.196  -3.045  -0.51
H  0.703  -0.406  3.059  0.21
O  3.412  -1.930  -0.211  -0.83
O  -1.359  -2.156  -0.124  -0.20
O  2.895  1.166  -2.671  -0.84
S  2.844  -1.619  -1.461  2.34
O  3.429  0.892  -0.257  -0.83
S  -1.872  2.472  -2.313  2.42
N  -1.599  1.407  -1.264  -1.16
F  1.336  1.830  -1.087  -0.52
O  -4.186  2.313  -0.711  -0.77
O  -2.865  2.022  -3.239  -0.86
C  0.330  1.417  2.111  -0.64
C  0.065  -3.372  1.682  0.97
S  2.514  0.699  -1.356  2.42
O  -0.051  -0.781  1.127  -0.58

ΔE to the lowest compared entry with this formula, charge and spin (kcal/mol): 23.29
2S+1: 3
Calculated total energy (eV): -117789.46520
Kohn-Sham gap (alpha / beta) (eV): 8.11 / 5.67
Net charge: 0
HOMO level (alpha / beta) (eV): -11.6 / -11.6
Max |F| (eV/Å): 11.71
<S²>: 2.057

(4)
DFT (ωB97M-V/def2-TZVPD) results for a structure of composition C4H2DyO2 in a non-equilibrium geometry.

Last column: Löwdin charge in e.
Positions of all 9 atoms, in Å:
C  2.132  -1.185  -0.226  -0.09
C  2.899  -1.797  0.483  0.28
H  3.605  -2.197  1.193  0.10
O  0.111  1.003  0.857  -0.24
O  -0.949  1.784  0.530  -0.24
Dy  -1.672  -0.297  0.135  2.10
C  0.454  -0.482  -1.968  0.13
H  -0.122  -0.108  -2.807  0.09
C  1.226  -0.449  -0.990  -0.14

ΔE to the lowest compared entry with this formula, charge and spin (kcal/mol): 124.12
2S+1: 7
Calculated total energy (eV): -32331.02562
Kohn-Sham gap (alpha / beta) (eV): 7.44 / 5.18
Net charge: +2
HOMO level (alpha / beta) (eV): -18.3 / -18.2
Max |F| (eV/Å): 3.14
<S²>: 12.656

(5)
DFT (ωB97M-V/def2-TZVPD) results for the ion C4H5O4 with charge -1 in a non-equilibrium geometry.

Last column: natural (NBO) charge in e.
Positions of all 13 atoms, in Å:
H  -1.118  -0.497  -0.471  0.27
H  1.625  -0.156  0.466  0.21
H  0.714  0.265  1.849  0.20
C  -0.427  0.339  -0.004  -0.53
C  0.107  1.093  -1.164  0.81
O  1.230  1.327  -1.392  -0.59
C  0.642  -0.289  0.932  -0.55
O  -0.126  -2.585  0.451  -0.78
O  -0.091  -1.953  2.515  -0.77
H  -0.643  1.660  -2.954  0.48
H  -1.122  1.076  0.504  0.22
O  -0.881  1.503  -2.065  -0.75
C  0.088  -1.783  1.334  0.78

ΔE to the lowest compared entry with this formula, charge and spin (kcal/mol): 17.75
Calculated total energy (eV): -12420.53218
Kohn-Sham gap (eV): 7.25
Net charge: -1
HOMO level (eV): -4.1
Max |F| (eV/Å): 3.46

(6)
DFT (ωB97M-V/def2-TZVPD) results for a cluster of 2 separate species, C8H21NOSSi in total in a non-equilibrium geometry.

Last column: natural (NBO) charge in e.
Positions of all 33 atoms, in Å:
H  3.713  -0.469  1.794  0.20
H  1.798  -1.571  1.032  0.41
N  2.271  -1.971  0.183  -0.53
H  2.216  0.791  4.979  0.18
H  -0.195  -1.616  0.499  0.30
H  1.524  1.856  3.743  0.19
H  -4.497  0.834  -2.724  0.26
H  3.510  1.257  2.142  0.19
C  -3.955  -0.078  -2.478  -1.14
H  -0.591  -2.036  -2.783  0.18
S  -1.193  -1.671  -1.642  0.17
C  1.488  -1.861  -0.783  0.05
H  -2.825  2.160  -0.827  0.26
C  -1.253  0.974  -3.607  -1.14
H  -1.554  1.993  -3.840  0.26
C  1.546  0.827  4.110  -0.62
Si  -2.170  0.284  -2.152  1.54
H  -4.133  -0.846  -3.228  0.25
H  0.544  0.557  4.453  0.19
H  -1.364  0.341  -4.488  0.25
H  2.100  -1.131  3.473  0.10
H  -1.064  1.865  -0.627  0.27
H  -0.188  0.994  -3.364  0.26
C  3.441  0.253  2.567  -0.63
H  -4.386  -0.461  -1.549  0.25
H  0.235  -0.162  -0.419  0.28
H  4.214  0.197  3.346  0.18
C  0.129  -1.245  -0.470  -0.58
H  1.782  -2.150  -1.793  0.16
C  2.007  -0.125  2.999  0.11
H  -2.268  0.866  0.240  0.27
O  1.166  -0.065  1.894  -1.00
C  -2.049  1.409  -0.679  -1.12

ΔE to the lowest compared entry with this formula, charge and spin (kcal/mol): 0.00
Calculated total energy (eV): -30884.09070
Kohn-Sham gap (eV): 5.70
Net charge: 0
HOMO level (eV): -6.2
Max |F| (eV/Å): 1.30

(7)
DFT (ωB97M-V/def2-TZVPD) results for a structure of composition C15H15Cl2HgO3S in a non-equilibrium geometry.

Last column: natural (NBO) charge in e.
Positions of all 37 atoms, in Å:
H  -0.448  -4.414  3.398  0.15
C  3.458  0.183  -2.322  -0.21
H  0.678  -4.452  -1.815  0.11
H  0.371  1.535  -2.924  0.24
Cl  1.159  -2.692  3.513  0.02
C  1.009  -3.513  -1.326  -0.20
C  -2.677  0.264  0.682  -0.15
C  0.071  -3.684  2.746  -0.46
O  -0.673  1.674  -0.633  -0.78
C  2.095  0.320  -2.756  -0.23
C  1.418  1.491  -2.552  -0.19
H  1.167  -2.707  -2.198  0.10
H  3.686  3.196  -0.742  0.19
H  -3.908  -0.112  3.865  0.18
C  3.217  2.411  -1.402  -0.22
H  -3.327  -1.425  1.916  0.21
H  1.469  3.573  -1.627  0.23
H  4.966  1.137  -1.251  0.19
H  -3.178  3.476  1.534  0.21
H  -0.145  -3.495  1.671  0.27
H  -3.988  2.421  3.685  0.19
C  -3.162  2.373  1.739  -0.20
C  -3.626  0.354  2.912  -0.23
Cl  2.153  -0.433  0.934  -0.75
H  2.082  -3.830  -1.004  0.10
O  0.295  -3.132  -0.220  -1.01
H  3.929  -0.734  -2.428  0.20
C  3.982  1.235  -1.628  -0.22
H  1.581  -0.529  -3.257  0.21
O  -2.187  3.290  -0.956  -0.77
C  1.982  2.587  -1.866  -0.19
C  -3.637  1.741  2.906  -0.28
C  -2.667  1.680  0.628  -0.15
S  -2.252  -0.783  -0.626  -0.40
Hg  0.102  -0.911  0.015  1.35
C  -3.245  -0.367  1.799  -0.25
C  -1.754  2.271  -0.412  0.75

ΔE to the lowest compared entry with this formula, charge and spin (kcal/mol): 21.67
2S+1: 2
Calculated total energy (eV): -61994.48104
Kohn-Sham gap (alpha / beta) (eV): 6.50 / 6.49
Net charge: -2
HOMO level (alpha / beta) (eV): -1.5 / -1.5
Max |F| (eV/Å): 3.85
<S²>: 0.754

(8)
DFT (ωB97M-V/def2-TZVPD) results for a structure of composition C16H13N6O4ReS2SbSe4 in a non-equilibrium geometry.

Last column: natural (NBO) charge in e.
Positions of all 47 atoms, in Å:
Sb  -5.660  0.411  1.116  1.00
C  -1.116  2.863  -0.283  -0.05
H  5.148  -1.966  -2.005  0.19
N  0.646  -1.730  1.136  -0.53
O  3.372  -0.968  -1.978  -0.71
C  1.979  -3.370  0.027  -0.15
H  4.023  -3.818  -2.585  0.42
N  -5.116  4.081  -3.576  -0.27
H  1.912  -1.284  -0.414  0.26
O  1.569  0.965  -0.263  -0.71
H  -0.465  -2.263  2.753  0.22
H  4.377  -1.884  -0.468  0.18
C  1.575  -2.069  0.235  0.05
C  -3.134  5.788  -1.368  0.26
H  -1.110  4.933  0.188  0.24
Se  -8.429  0.389  0.622  -0.01
C  -1.612  4.149  -0.400  -0.20
H  1.612  -0.202  3.209  0.42
C  -2.492  2.207  -2.090  -0.17
O  2.219  -5.019  -1.625  -0.60
H  0.608  -4.422  2.969  0.24
H  1.874  -5.329  0.942  0.26
Re  0.090  0.289  1.005  0.61
N  2.848  0.526  1.653  -0.52
C  -1.485  1.817  -1.211  -0.22
C  -3.118  3.455  -2.069  -0.16
S  -0.882  0.159  -1.141  0.11
N  3.692  -3.304  -1.768  -0.60
H  -2.734  1.524  -2.888  0.23
C  2.774  1.101  0.337  0.86
H  3.602  0.976  2.179  0.40
H  3.096  -1.128  -2.914  0.49
Se  -6.931  -1.818  1.549  0.03
C  4.184  -2.012  -1.534  0.08
N  1.623  0.529  2.467  -0.63
Se  -6.627  0.115  3.492  -0.03
Se  -1.618  0.059  2.481  -0.01
H  1.380  1.454  2.764  0.41
C  -4.240  3.709  -2.874  0.25
C  0.264  -2.597  2.059  0.05
N  -3.538  6.898  -1.368  -0.25
C  2.641  -3.894  -1.190  0.64
C  1.603  -4.281  1.017  -0.08
C  0.828  -3.850  2.077  -0.24
C  -2.652  4.498  -1.286  -0.15
S  -0.261  2.602  1.211  -0.07
O  3.681  1.713  -0.190  -0.55

Calculated total energy (eV): -325647.55564
Kohn-Sham gap (alpha / beta) (eV): 3.40 / 3.40
Net charge: +1
HOMO level (alpha / beta) (eV): -10.0 / -10.0
Max |F| (eV/Å): 5.71